# 1
Computed, not measured: a structure of composition C12H18IO2PSi2, with ωB97M-V/def2-TZVPD.

Each line ends with the natural charge from an NBO analysis.
Atoms and positions in Å:
O 2.56673 -1.91595 1.87369  -0.992
P 1.63068 -0.56745 2.02284  0.533
I -0.48997 -1.43885 1.19997  -0.140
Si 2.19168 0.53355 0.10598  1.101
O 2.72049 -0.55688 -1.00260  -1.248
Si 3.04856 -0.16414 -2.57607  1.225
H 3.48771 -1.69669 1.69466  0.497
H 1.02310 1.30473 -0.37336  -0.187
H 3.27866 1.47976 0.45162  -0.195
H 2.37623 -1.12791 -3.46214  -0.188
H 2.55963 1.20669 -2.83918  -0.207
H 4.50596 -0.22535 -2.79250  -0.198
C -4.22772 -4.26964 -0.04238  -0.213
C -4.91418 -5.45919 -0.23901  -0.213
C -4.32436 -6.66587 0.10941  -0.213
C -3.04968 -6.68356 0.65699  -0.216
C -2.36332 -5.49415 0.85483  -0.201
C -2.95296 -4.28950 0.50353  -0.210
H -4.68645 -3.32769 -0.31466  0.212
H -5.90975 -5.44595 -0.66357  0.212
H -4.85898 -7.59406 -0.04657  0.212
H -2.59084 -7.62515 0.92998  0.212
H -1.36877 -5.50387 1.28244  0.214
H -2.40790 -3.36648 0.65928  0.202
C 2.19662 6.04479 -0.78102  -0.201
C 1.88901 6.96031 0.21505  -0.216
C 0.92156 6.65740 1.16241  -0.211
C 0.26309 5.43718 1.11627  -0.212
C 0.57147 4.52216 0.12023  -0.215
C 1.53651 4.82548 -0.82895  -0.220
H 2.95029 6.28228 -1.52074  0.211
H 2.40440 7.91131 0.25331  0.213
H 0.68068 7.37328 1.93765  0.213
H -0.48951 5.19883 1.85666  0.214
H 0.05797 3.56974 0.08351  0.213
H 1.77335 4.11083 -1.60755  0.212

Summary:
- LUMO: 0.00095 Eh
- Calculated total energy: -1836.64335 Ha
- Charge: 0
- Kohn-Sham gap: 8.650 eV

=====

# 2
Computed, not measured: a structure of composition C12H18KO9, with ωB97M-V/def2-TZVPD.

Each line ends with the natural charge from an NBO analysis.
Atoms and positions in Å:
K 0.06116 0.69166 1.71877  0.981
C -0.35417 -4.48493 -1.92281  -0.631
C -0.74428 -3.03436 -2.02024  0.061
C -2.22058 -2.79175 -2.34791  -0.095
O -2.53740 -1.64313 -1.53107  -0.464
C -1.65687 -1.55347 -0.54395  0.999
O -1.72852 -0.81051 0.39242  -0.659
O -0.63022 -2.41396 -0.71673  -0.506
H 0.68144 -4.58846 -1.59397  0.225
H -0.41696 -4.99323 -2.88586  0.239
H -1.00999 -5.00933 -1.22895  0.223
H -0.14356 -2.45264 -2.72009  0.201
H -2.89936 -3.60179 -2.07827  0.198
H -2.41798 -2.52401 -3.38261  0.218
C 4.17102 -3.86020 1.63722  -0.630
C 2.96864 -3.44707 0.83795  0.069
C 1.90834 -2.68926 1.67166  -0.097
O 1.79569 -1.42570 0.99107  -0.549
C 2.64419 -1.36800 -0.07021  0.979
O 2.72848 -0.42350 -0.78039  -0.573
O 3.32557 -2.51097 -0.19292  -0.474
H 4.92818 -4.34442 1.02593  0.241
H 3.85387 -4.54621 2.42470  0.227
H 4.62856 -2.98938 2.11495  0.218
H 2.52635 -4.32136 0.35795  0.193
H 2.26511 -2.49502 2.68127  0.194
H 0.94034 -3.18019 1.65634  0.209
C -1.97088 6.87151 -0.74188  -0.636
C -1.21316 6.28776 0.41877  0.065
C -2.06885 6.09438 1.69399  -0.096
O -2.24858 4.67188 1.77507  -0.476
C -1.49895 4.06500 0.85093  0.989
O -1.46099 2.87773 0.69221  -0.659
O -0.79717 4.94240 0.12016  -0.478
H -2.33569 7.86620 -0.47853  0.228
H -2.81998 6.25488 -1.03584  0.223
H -1.31323 6.99294 -1.60357  0.235
H -0.32682 6.88336 0.62385  0.203
H -3.04252 6.56591 1.59332  0.207
H -1.57020 6.43724 2.59726  0.200

Summary:
- LUMO: -0.09736 Eh
- Calculated total energy: -1745.07702 Ha
- Charge: +1
- Kohn-Sham gap: 11.203 eV

=====

# 3
Computed, not measured: the ion C12H18N with charge +1 at a distorted geometry, with ωB97M-V/def2-TZVPD.

Each line ends with the natural charge from an NBO analysis.
Atoms and positions in Å:
C 2.45763 1.77124 -0.88078  -0.637
C 1.81803 1.40196 0.44033  -0.218
N 0.71009 0.45759 0.23296  -0.292
C 0.80644 -0.81312 0.06606  0.542
C 2.00414 -1.64035 0.09312  -0.711
C -0.53510 -1.43202 -0.37545  -0.268
C -1.12470 -1.99110 0.91469  -0.608
C -1.21201 -0.20122 -1.05363  -0.237
C -2.71764 -0.24956 -1.14736  -0.162
C -3.52476 0.30057 -0.25345  -0.223
C -2.99487 1.38629 0.63567  -0.157
C -1.62459 1.55244 0.78476  -0.239
C -0.60414 1.04057 -0.20738  -0.091
H 3.03052 0.90135 -1.16448  0.221
H 1.76764 2.09983 -1.63844  0.228
H 2.97413 2.78088 -0.73553  0.262
H 1.26007 2.11886 1.01050  0.228
H 2.59787 0.87803 1.11149  0.228
H 2.22466 -1.81514 1.13847  0.276
H 2.83227 -1.11455 -0.41857  0.259
H 1.74022 -2.54342 -0.49058  0.264
H -0.44078 -2.27989 -1.04009  0.241
H -0.30260 -2.48383 1.40236  0.214
H -1.94017 -2.70233 0.72455  0.248
H -1.46627 -1.06352 1.50086  0.227
H -0.70108 -0.10174 -2.11897  0.230
H -3.15182 -0.89199 -1.87140  0.222
H -4.51650 -0.06079 -0.31651  0.237
H -3.70988 1.73633 1.40195  0.244
H -1.26190 2.43821 1.40119  0.227
H -0.40849 1.82758 -0.99501  0.244

Summary:
- LUMO: -0.13006 Eh
- Calculated total energy: -522.48959 Ha
- Charge: +1
- Kohn-Sham gap: 8.612 eV
- SMILES: CC[N+]1=C(C)[C@@H](C)[C@H]2C=CC=C[C@H]21

=====

# 4
Computed, not measured: the ion C12H18N3 with charge +1 at a distorted geometry, with ωB97M-V/def2-TZVPD.

Each line ends with the natural charge from an NBO analysis.
Atoms and positions in Å:
C -3.50112 -1.16122 -0.77812  -0.357
C -2.31856 -0.55798 -0.57281  -0.194
C -1.38176 -1.04023 0.56409  -0.250
C -0.03027 -1.40663 -0.05409  -0.445
C 1.10382 -1.07427 0.85924  -0.233
C 2.56829 -1.14946 0.17487  -0.058
C 2.57159 -1.78856 -1.19692  -0.606
N 2.97776 0.19277 0.10518  -0.272
C 2.19036 1.06551 -0.02651  0.668
N 0.99496 1.39816 0.35315  -0.245
N 0.00016 2.26401 -0.08629  -0.235
C 0.34635 3.52701 -0.65101  -0.257
C -0.26534 3.47849 0.66978  -0.247
C 0.65337 0.36300 1.35458  -0.062
C -1.01693 0.24930 1.40060  -0.391
H -4.20081 -1.06017 -1.56767  0.217
H -3.87934 -1.78821 0.06609  0.196
H -1.76788 0.12299 -1.14709  0.191
H -1.98277 -1.68794 1.31916  0.240
H 0.09479 -0.81496 -0.97517  0.208
H -0.19479 -2.51970 -0.21760  0.258
H 1.03212 -1.74642 1.79079  0.257
H 3.20089 -1.55177 0.96756  0.240
H 2.10502 -2.73687 -1.15826  0.241
H 1.98990 -1.11183 -1.78282  0.213
H 3.65626 -1.97909 -1.52452  0.252
H -0.45665 3.82624 -1.49927  0.248
H 1.39835 3.77644 -0.88670  0.238
H 0.30795 3.58426 1.54510  0.220
H -1.43464 3.68777 0.87462  0.243
H 0.94657 0.63085 2.41760  0.246
H -1.19923 0.15262 2.49641  0.229
H -1.58944 1.10094 1.02065  0.246

Summary:
- LUMO (alpha / beta): -0.19394 / -0.19392 Eh
- Calculated total energy: -631.81532 Ha
- Charge: +1
- Kohn-Sham gap (alpha / beta): 7.241 / 7.241 eV
- SMILES: C=C[C@H]1C[C@H]2[C@@H](C)N=C=[N+](N3CC3)[C@H]2C1

=====

# 5
Computed, not measured: the molecule C12H18N4O3S at a distorted geometry, with ωB97M-V/def2-TZVPD.

Each line ends with the natural charge from an NBO analysis.
Atoms and positions in Å:
C -2.24917 -1.99322 -2.22944  -0.641
C -1.63864 -3.10483 -1.37726  -0.055
O -0.92687 -2.62435 -0.25722  -0.542
C -1.73135 -2.20607 0.81932  -0.072
C -0.82641 -1.49654 1.83020  -0.244
N -0.08344 -0.44911 1.18194  -0.314
C -0.54884 0.67938 0.60355  0.239
S -2.20330 1.17938 0.72183  0.253
C -2.07250 2.84122 -0.02302  -0.499
C -1.42198 3.83295 0.91844  -0.622
N 0.38573 1.36593 -0.03773  -0.541
C 1.51015 0.63453 0.11543  0.363
C 1.25812 -0.50430 0.86666  -0.095
C 2.28925 -1.43304 1.21009  0.659
O 2.22148 -2.42795 1.90085  -0.612
N 3.49701 -1.02705 0.63711  -0.635
C 3.79559 0.08528 -0.12740  0.791
O 4.91483 0.28740 -0.54016  -0.631
N 2.74313 0.94059 -0.37461  -0.416
C 2.94328 2.14090 -1.15463  -0.412
H -3.04196 -1.47353 -1.69639  0.205
H -2.66635 -2.41923 -3.13740  0.215
H -1.48018 -1.27267 -2.49763  0.215
H -0.89460 -3.65085 -1.96284  0.190
H -2.41883 -3.80934 -1.05525  0.160
H -2.21553 -3.06864 1.30170  0.178
H -2.51350 -1.51269 0.48204  0.174
H -1.43612 -1.07653 2.63522  0.215
H -0.09318 -2.19952 2.23037  0.262
H -1.49553 2.72191 -0.93769  0.242
H -3.09905 3.12101 -0.25702  0.225
H -0.39943 3.52935 1.12805  0.227
H -1.97339 3.89635 1.85391  0.210
H -1.40428 4.81714 0.45543  0.214
H 4.29072 -1.63266 0.81546  0.431
H 2.31821 2.11042 -2.04706  0.208
H 2.67246 3.01503 -0.56260  0.208
H 3.99446 2.18334 -1.43226  0.249

Summary:
- LUMO: 0.01905 Eh
- Calculated total energy: -1311.06361 Ha
- Charge: 0
- Kohn-Sham gap: 8.482 eV
- SMILES: CCOCCn1c(SCC)nc2c1c(=O)[nH]c(=O)n2C

=====

# 6
Computed, not measured: the molecule C12H18NOP at a distorted geometry, with ωB97M-V/def2-TZVPD.

Each line ends with the natural charge from an NBO analysis.
Atoms and positions in Å:
C -3.18509 -1.21055 0.93712  -0.195
C -1.95638 -1.81663 0.95561  -0.250
C -3.25282 0.00918 0.21585  -0.305
C -0.84711 -1.40436 0.15781  0.146
C -2.14535 0.57337 -0.24278  0.346
C -0.79049 -0.00393 -0.22734  -0.520
C 0.97124 -2.73019 -0.93142  -0.252
C 2.07717 -0.10445 1.31267  -0.637
C 2.74338 -0.24709 -1.06640  -0.620
C 2.86415 1.98311 0.16654  -0.623
C -3.17885 2.79336 -0.62958  -0.240
C 2.01277 0.67101 -0.03572  -0.391
N 0.08906 -2.40492 0.03824  -0.516
O -2.09530 1.87461 -0.71556  -0.523
P 0.32113 1.29440 -0.37814  0.711
H -4.00058 -1.67005 1.43505  0.217
H -1.78261 -2.72539 1.47865  0.191
H -4.10086 0.50617 0.24655  0.201
H 1.64031 -3.51748 -0.84633  0.190
H 0.84082 -2.36034 -1.96571  0.190
H 3.20904 -0.30269 1.47022  0.209
H 1.59882 0.28965 2.20942  0.216
H 1.38759 -1.04964 1.08467  0.217
H 2.30710 -1.23832 -1.02040  0.221
H 3.80571 -0.09424 -0.81630  0.204
H 2.64456 0.11132 -2.10869  0.207
H 2.48839 2.78035 -0.59863  0.213
H 2.69578 2.30878 1.23682  0.221
H 3.86342 1.84827 -0.20185  0.210
H -2.93388 3.55066 -1.29270  0.197
H -3.20092 3.21339 0.44129  0.183
H -4.11664 2.31747 -0.96741  0.178
H 0.02643 -3.24482 0.65844  0.406

Summary:
- LUMO (alpha / beta): 0.01455 / -0.01803 Eh
- Calculated total energy: -939.19085 Ha
- Charge: 0
- Kohn-Sham gap (alpha / beta): 6.939 / 6.036 eV